# 1
This record from OMol25 describes a molecular structure, C37H37BrCdN9O8PS. The level of theory is the ωB97M-V functional and the def2-TZVPD basis.

Structure (XYZ):
```
95
Properties=species:S:1:pos:R:3:mulliken_charge:R:1
Cd 0.12526 -0.83404 0.13445 3.530
O 0.01510 -7.35602 3.15561 -0.748
C 1.08734 -6.79608 2.85779 0.485
O 2.25775 -7.19988 2.96466 -0.739
C 0.92554 -5.45580 2.09546 -0.589
C 2.01698 -4.69819 1.71121 -0.874
C 1.81996 -3.53538 0.97658 0.795
N 0.60653 -3.11026 0.63096 -0.445
C -0.45660 -3.83483 0.99350 1.045
C -0.33267 -5.00522 1.72394 -0.890
C -1.77773 -3.36490 0.48914 0.364
C -2.97579 -3.86972 0.99422 -0.794
C -4.16486 -3.45706 0.42575 -0.557
C -4.13016 -2.55629 -0.62798 -0.647
C -2.89948 -2.07354 -1.03800 -0.394
N -1.75108 -2.46584 -0.49457 -0.269
C 2.98246 -2.79246 0.42154 0.452
C 4.14862 -2.63085 1.16694 -0.638
C 5.23169 -2.02260 0.56828 -0.682
C 5.12321 -1.59672 -0.75040 -0.476
C 3.91286 -1.77446 -1.39580 -0.463
N 2.85722 -2.35445 -0.82955 -0.335
H 3.00745 -5.05898 1.95162 0.648
H -1.17609 -5.62147 1.99944 0.541
H -2.96909 -4.56158 1.82317 0.334
H -5.10811 -3.83125 0.80528 0.379
H -5.03542 -2.20354 -1.10376 0.418
H -2.81222 -1.31502 -1.80297 0.553
H 4.16081 -2.92965 2.20305 0.461
H 6.14503 -1.86245 1.12782 0.377
H 5.94682 -1.11483 -1.26163 0.415
H 3.77240 -1.42083 -2.41225 0.497
Br 6.00330 0.73564 -6.16963 -0.223
C 4.60139 1.96377 -5.79323 0.154
C 3.28538 1.53304 -5.84224 -0.589
C 2.26420 2.42200 -5.55579 0.092
C 2.55134 3.74823 -5.22531 -0.116
C 3.88041 4.16362 -5.21703 -0.070
C 4.91002 3.27578 -5.48209 -0.521
N 1.55555 4.74864 -5.08284 -0.739
N 0.46546 4.54880 -4.48965 -0.452
C 0.18865 3.47554 -3.65540 -0.061
C -1.14756 3.06909 -3.69270 -0.376
C -1.61588 1.91747 -3.09864 -1.024
C -0.75253 1.09568 -2.32950 0.457
O -1.09853 0.02780 -1.77438 -0.680
C 0.62018 1.59798 -2.14967 0.175
N 1.36161 0.86595 -1.30159 -0.177
C 2.56843 1.28006 -0.98302 -0.487
C 3.09794 2.47191 -1.49754 -1.767
C 2.35942 3.21617 -2.37852 -0.628
C 1.08166 2.77130 -2.77241 1.174
H 3.05904 0.50461 -6.08828 0.411
H 1.23822 2.07996 -5.57445 0.345
H 4.09425 5.20157 -4.99505 0.432
H 5.94038 3.60205 -5.45277 0.401
H -1.81332 3.68766 -4.28501 0.387
H -2.65319 1.62183 -3.18691 0.382
H 3.10473 0.69486 -0.25301 0.874
H 4.07538 2.80331 -1.17321 0.433
H 2.74377 4.15551 -2.74934 0.675
C -0.60543 2.49988 1.43788 -0.893
N -1.72558 2.15757 2.31120 0.641
C -1.71512 2.90342 3.55199 -1.187
P -2.62098 0.79511 2.03008 -1.188
O -2.13838 0.05939 0.84073 0.988
N -4.21399 1.22928 1.68159 0.329
C -4.94274 2.04602 2.62696 -1.155
C -4.48985 1.58798 0.30172 -0.922
N -2.83257 0.04931 3.48323 0.773
C -1.82472 -0.02495 4.53509 -1.314
C -3.75333 -1.07848 3.52134 -1.156
H -0.65365 3.56991 1.20385 0.490
H -0.68376 1.94886 0.50434 -0.144
H 0.34795 2.26466 1.91523 0.293
H -1.79084 3.97608 3.33598 0.335
H -0.78503 2.73225 4.10257 0.287
H -2.55677 2.62454 4.18340 0.351
H -4.71893 1.73062 3.64494 0.329
H -6.01889 1.93479 2.45972 0.361
H -4.69772 3.11449 2.52964 0.282
H -3.87069 0.98628 -0.35960 0.055
H -4.28353 2.64992 0.10644 0.289
H -5.54523 1.40260 0.07825 0.370
H -0.97222 0.61254 4.32873 0.294
H -1.42726 -1.03823 4.59859 0.377
H -2.28857 0.25228 5.49094 0.228
H -4.47114 -1.01779 2.70465 0.315
H -4.29847 -1.07852 4.47157 0.339
H -3.20390 -2.02194 3.43880 0.309
O 1.72120 0.17516 1.40788 -0.679
S 1.27341 -0.29200 2.78935 0.734
O 2.14142 -1.37640 3.23926 -0.738
O -0.12097 -0.79226 2.53114 -0.920
O 1.24280 0.84194 3.71826 -0.710
```

The HOMO-LUMO gap comes out at 6.5 eV. The HOMO energy is -3.00 eV. Its largest force on an atom is 0.82 eV/A. Its spin multiplicity is 1. Its total charge is -2. The energy above the lowest of the compared OMol25 structures with the same formula, charge and spin is 0.0 kcal/mol. As for the total energy: -163497.600 eV.



# 2
This record from OMol25 describes a molecular structure, C37H37F5MnP2 in a non-equilibrium geometry. The level of theory is the ωB97M-V functional and the def2-TZVPD basis.

Structure (XYZ):
```
82
Properties=species:S:1:pos:R:3:mulliken_spin:R:1
Mn 0.95656 -0.06257 3.15114 5.065
C -2.72476 0.19771 5.58663 0.010
C -2.78129 -0.09567 4.26991 0.018
C -2.79359 0.80618 3.07031 0.019
C -1.58833 1.64074 2.52043 -0.021
C -0.70540 2.30163 3.52167 0.030
C -0.83686 2.50091 4.86212 0.000
C -2.00065 2.70462 5.77715 0.005
C -2.89121 1.52058 6.23324 -0.003
C 1.60300 -1.75920 2.41446 -0.110
H -2.38809 -0.59351 6.26543 0.002
H -2.60777 -1.14715 3.97132 -0.019
H -3.66064 1.43804 3.07369 0.001
H -3.05705 0.16861 2.20131 0.000
H -1.00277 1.03250 1.75458 0.006
H -2.01982 2.37267 1.81797 0.003
H 0.26581 2.63272 3.05783 0.005
H 0.14517 2.49631 5.36550 0.005
H -2.66858 3.42895 5.30811 0.001
H -1.60587 3.23289 6.66179 0.000
H -2.77537 1.31345 7.30128 0.000
H -3.91208 1.90579 6.22906 0.000
H 1.45011 -2.66395 3.02515 0.008
H 2.62841 -1.34485 2.56175 0.004
H 1.54282 -2.09067 1.35267 -0.012
P -0.13166 -1.71999 -2.69795 0.002
P 1.35065 0.60284 -2.53760 -0.002
C -1.13010 -0.22827 -3.06738 0.000
C -0.35744 0.89720 -3.14251 -0.001
C -0.61729 -2.95193 -4.01139 0.000
C -1.72694 -2.79672 -4.85168 0.000
C -2.16588 -3.84031 -5.67015 0.000
C -1.42739 -5.02923 -5.73256 0.000
C -0.29510 -5.20041 -4.92237 0.000
C 0.08870 -4.17535 -4.05810 0.000
C -0.84594 -2.31185 -1.11523 0.014
C -0.52517 -1.74052 0.12578 -0.057
C -1.40395 -1.93659 1.17704 -0.125
C -2.35587 -2.94140 1.13488 0.023
C -2.64630 -3.51799 -0.09620 0.001
C -1.97248 -3.10179 -1.23350 0.003
C 2.28939 0.87947 -4.14820 0.000
C 2.08582 -0.04687 -5.18515 0.000
C 2.49484 0.28261 -6.47371 0.000
C 3.19821 1.47708 -6.68751 0.000
C 3.50848 2.34857 -5.63257 0.000
C 3.04475 2.03722 -4.35834 0.000
C 1.72558 2.13537 -1.61220 0.011
C 2.98613 2.20351 -0.99060 -0.010
C 3.34206 3.33528 -0.26964 -0.001
C 2.44467 4.39002 -0.11756 0.001
C 1.18916 4.30665 -0.72416 0.000
C 0.81527 3.18018 -1.45783 0.001
H -2.19696 -0.30276 -3.29607 0.000
H -0.60330 1.85306 -3.62829 0.000
H -2.27677 -1.85060 -4.86582 0.000
H -3.08494 -3.71558 -6.24925 0.000
H -1.74204 -5.82646 -6.41973 0.000
H 0.26815 -6.13287 -4.97293 0.000
H 0.94963 -4.33915 -3.39561 0.000
H 0.37133 -1.10811 0.23604 0.023
H -1.40138 -1.30132 2.04353 0.112
H -2.93654 -3.19432 2.04334 0.001
H -3.44183 -4.24060 -0.15712 0.000
H -2.36470 -3.31628 -2.21207 0.000
H 1.56287 -0.98654 -4.99357 0.000
H 2.25127 -0.38401 -7.29801 0.000
H 3.50690 1.73161 -7.70140 0.000
H 4.07931 3.26404 -5.79738 0.000
H 3.23183 2.73671 -3.54031 0.000
H 3.68231 1.36687 -1.06460 0.003
H 4.31911 3.39707 0.19299 0.000
H 2.69532 5.25678 0.49979 0.000
H 0.47799 5.11108 -0.62652 0.000
H -0.17150 3.09360 -1.91155 0.000
F 0.77903 -1.45187 5.78060 0.009
C 1.00510 -0.13787 5.37578 0.027
F 0.25659 0.66042 6.27207 -0.002
C 2.46912 0.22972 5.64628 -0.059
F 2.88809 0.05900 6.91634 0.001
F 3.30832 -0.48031 4.83519 0.004
F 2.58375 1.53522 5.29022 0.003
```

The HOMO-LUMO gap (alpha / beta) comes out at 7.0 / 6.3 eV. The HOMO energy (alpha / beta) is -6.93 / -6.93 eV. Its largest force on an atom is 2.02 eV/A. Its spin multiplicity is 6. Its total charge is 0. The energy above the lowest of the compared OMol25 structures with the same formula, charge and spin is 0.1 kcal/mol. As for the total energy: -102447.799 eV.